Record 1
64
Properties=species:S:1:pos:R:3:forces:R:3:lowdin_charge:R:1 method="wB97M-V/def2-TZVPD" multiplicity=2 gap_ev="7.58 / 6.55" e_tot_ha=-1575.14152 lumo_ev="0.05 / -1.15" molar_mass_da=533.94
Cd -1.957 3.403 -1.713 0.472 -0.343 0.578 0.969
C -0.014 0.788 -0.715 -0.382 0.960 0.718 -0.303
O -0.409 1.958 -1.403 0.944 -0.597 -0.446 -0.626
H 0.883 0.260 -1.038 0.240 0.193 -1.078 0.062
H 0.288 1.020 0.306 -0.318 0.072 0.509 0.032
H -0.806 0.041 -0.663 -0.321 -0.203 0.020 0.037
C -2.599 1.175 -4.194 1.176 0.429 0.612 -0.805
O -2.374 2.131 -3.498 -0.215 2.333 1.384 -0.166
N -3.384 1.176 -5.204 -3.529 0.926 -3.528 0.186
N -1.992 0.042 -4.105 2.306 -3.554 1.186 0.204
H -3.386 0.342 -5.773 -0.709 0.798 -0.313 0.122
H -3.948 1.999 -5.364 0.055 -0.424 -0.423 0.136
H -1.397 -0.133 -3.309 -0.042 -0.250 -0.208 0.118
H -2.282 -0.673 -4.757 0.634 -0.339 0.795 0.120
C 2.622 1.951 -3.682 6.686 -3.828 -1.704 -0.823
O 3.719 1.467 -4.060 -0.165 1.200 0.013 -0.034
N 2.494 2.889 -2.839 0.187 4.498 3.118 0.190
N 1.563 1.335 -3.969 -6.834 -3.102 -1.764 0.171
H 1.638 2.849 -2.304 0.188 0.507 0.623 0.083
H 3.385 3.154 -2.445 -0.445 0.378 0.328 0.125
H 0.730 1.635 -3.483 -0.364 -0.202 -0.001 0.071
H 1.567 0.351 -4.197 0.465 0.446 -0.268 0.127
C 0.033 -2.023 2.892 0.532 -0.709 -1.522 -0.082
C -1.214 -2.569 2.148 0.413 0.706 0.263 -0.244
C -1.198 -4.064 1.808 0.181 -0.013 0.619 -0.193
C 0.018 -4.464 1.126 1.989 -1.038 -1.180 -0.253
N 0.978 -4.881 0.616 -1.560 0.857 0.757 0.147
H 0.190 -2.327 3.927 -0.267 0.168 -0.076 0.077
H 0.243 -0.972 2.692 -0.844 0.331 0.675 0.061
H 0.857 -2.403 2.288 0.457 -0.568 0.340 0.059
H -1.214 -2.067 1.180 -0.287 0.266 0.199 0.064
H -2.125 -2.310 2.688 -0.149 -0.110 -0.152 0.105
H -2.028 -4.361 1.167 -0.145 0.166 0.103 0.107
H -1.206 -4.688 2.702 -0.282 0.025 0.203 0.122
N -1.227 1.973 5.127 -0.871 0.461 2.188 -0.013
C 0.047 2.480 5.273 -0.251 -0.942 3.873 -0.179
C 0.715 2.533 4.137 -2.106 -0.061 -2.511 -0.066
C -0.376 2.222 3.223 0.438 -0.053 -2.792 -0.123
C -1.570 1.858 3.832 2.775 0.567 -0.948 -0.126
H -1.907 1.876 5.867 0.469 0.086 0.105 0.146
H 0.455 2.639 6.260 -0.296 -0.053 0.186 0.110
H 1.750 2.778 3.951 -0.329 0.083 -0.088 0.084
H -0.280 2.362 2.156 0.022 -0.379 -0.185 0.067
H -2.502 1.468 3.451 0.137 0.260 0.132 0.108
N -4.311 -3.134 -1.380 -1.443 -0.983 -0.023 0.009
C -3.373 -2.460 -0.718 1.104 1.482 0.377 -0.171
C -2.147 -2.870 -1.160 -0.260 0.163 0.686 -0.125
C -2.394 -3.956 -2.054 2.817 0.411 0.400 -0.108
C -3.710 -4.128 -2.123 -2.258 0.256 -1.268 -0.143
H -5.264 -2.809 -1.459 0.110 -0.564 0.167 0.152
H -3.596 -1.727 0.044 -0.153 0.122 -0.243 0.117
H -1.259 -2.403 -0.760 0.316 -0.532 -0.435 0.077
H -1.588 -4.492 -2.533 -0.333 -0.265 -0.078 0.102
H -4.310 -4.755 -2.766 0.099 -0.057 0.138 0.110
N 5.897 1.415 1.008 -0.854 0.250 0.267 0.012
C 4.644 1.397 0.526 -1.784 -0.288 -2.565 -0.171
C 3.714 2.041 1.344 1.753 -1.631 -0.951 -0.099
C 4.458 2.344 2.500 1.480 1.024 -0.957 -0.102
C 5.816 2.052 2.179 -0.490 0.549 3.088 -0.155
H 6.692 0.914 0.636 -0.253 0.321 0.048 0.161
H 4.534 1.018 -0.479 -0.398 -0.126 0.006 0.105
H 2.681 2.198 1.070 0.057 -0.030 0.294 0.084
H 4.017 2.965 3.266 0.669 -0.172 0.444 0.072
H 6.724 2.168 2.753 -0.232 0.117 0.263 0.100

***

Record 2
24
Properties=species:S:1:pos:R:3:forces:R:3:lowdin_charge:R:1 method="wB97M-V/def2-TZVPD" gap_ev=10.68 smiles=CC(C)CC(O)(O)CN de_lowest_kcal_mol=20.7 e_tot_ha=-442.84816 lumo_ev=0.87 molar_mass_da=133.19
C -0.796 1.463 1.052 0.951 0.395 -0.535 -0.060
C 0.351 1.369 -0.054 -1.338 -0.172 1.019 -0.406
C 1.288 2.566 0.096 -0.046 0.033 -0.094 -0.092
C 1.123 0.047 0.001 -0.191 -0.048 0.031 -0.106
C 0.282 -1.249 0.027 -0.949 0.571 -0.344 -0.568
O 1.099 -2.334 -0.380 0.037 0.046 -0.427 -0.001
O -0.136 -1.555 1.339 -0.771 0.484 -0.289 0.004
C -0.992 -1.171 -0.954 1.058 -0.951 0.013 -0.173
N -1.795 -2.396 -0.791 0.474 -0.200 -0.067 -0.003
H -1.540 0.665 1.093 0.377 -0.074 -0.259 0.057
H -1.349 2.396 0.905 0.139 0.008 0.049 0.071
H -0.312 1.503 2.033 -0.118 -0.004 -0.034 0.080
H -0.138 1.455 -1.031 0.050 -0.093 -0.006 0.123
H 2.102 2.527 -0.637 -0.073 -0.016 0.084 0.077
H 0.743 3.503 -0.065 0.088 -0.124 0.061 0.077
H 1.733 2.603 1.096 -0.048 -0.055 -0.089 0.081
H 1.773 0.038 0.887 -0.129 -0.057 -0.001 0.131
H 1.789 0.000 -0.870 -0.163 -0.094 0.103 0.127
H 1.779 -2.411 0.311 -0.337 -0.090 -0.300 0.111
H -1.006 -1.985 1.216 0.383 -0.032 0.266 0.093
H -0.604 -1.096 -1.975 0.207 0.169 0.010 0.118
H -1.677 -0.334 -0.804 0.547 0.098 0.392 0.105
H -2.530 -2.413 -1.496 0.087 0.028 0.313 0.075
H -1.187 -3.193 -0.998 -0.236 0.179 0.103 0.078